1.
Molecular formula: C16H27AlN11
Method: DFT, ωB97M-V/def2-TZVPD

Calculated values
Spin multiplicity ... 1
ΔE to the lowest compared entry with this formula, charge and spin ... 161.7 kJ/mol
E_HOMO ... -11.195 eV
Total charge ... +1

Each line ends with the Löwdin charge.
Positions of all 55 atoms, in Å:
Al1 0.760 -0.058 -1.130  0.63
C1 0.361 0.526 2.286  -0.23
C2 0.993 -0.692 1.958  -0.24
C3 1.844 -0.501 0.846  -0.28
C4 1.733 0.932 0.483  -0.32
C5 0.791 1.504 1.380  -0.23
C6 0.397 2.950 1.418  -0.01
C7 2.910 1.738 -0.045  -0.02
C8 3.098 -1.349 0.725  -0.03
C9 0.833 -1.983 2.706  -0.02
C10 -0.628 0.744 3.396  -0.02
H1 -0.687 3.100 1.381  0.07
H2 0.837 3.511 0.595  0.08
H3 0.739 3.405 2.351  0.10
H4 3.531 1.168 -0.729  0.06
H5 3.542 2.031 0.798  0.11
H6 2.594 2.649 -0.554  0.08
H7 3.585 -1.292 -0.240  0.04
H8 2.877 -2.397 0.931  0.08
H9 3.816 -1.015 1.482  0.10
H10 0.968 -2.850 2.057  0.08
H11 -0.144 -2.062 3.191  0.07
H12 1.582 -2.062 3.499  0.10
H13 -1.300 1.579 3.182  0.08
H14 -0.119 0.981 4.333  0.10
H15 -1.235 -0.145 3.593  0.07
N1 1.124 0.957 -4.284  0.18
C11 2.201 0.378 -3.659  -0.42
N2 3.387 0.290 -4.195  0.08
N3 4.127 -0.365 -3.265  -0.01
N4 3.435 -0.643 -2.233  -0.03
N5 2.155 -0.165 -2.427  0.00
C12 -0.144 0.714 -3.853  -0.41
N6 -1.215 0.878 -4.597  0.08
N7 -2.232 0.477 -3.812  -0.03
N8 -1.818 0.099 -2.666  -0.09
N9 -0.446 0.251 -2.625  0.02
H16 1.246 1.248 -5.242  0.16
N10 -3.952 -1.056 0.137  0.08
C13 -3.373 0.137 0.855  -0.07
C14 -2.126 0.566 0.105  -0.15
N11 -1.145 -0.536 -0.069  -0.05
C15 -1.722 -1.828 -0.506  -0.16
C16 -2.989 -2.211 0.234  -0.08
H17 -4.085 -0.815 -0.850  0.19
H18 -4.865 -1.309 0.515  0.19
H19 -3.171 -0.187 1.875  0.13
H20 -4.115 0.932 0.869  0.15
H21 -1.641 1.368 0.653  0.10
H22 -2.417 0.943 -0.870  0.10
H23 -0.708 -0.674 0.845  0.08
H24 -0.979 -2.609 -0.344  0.14
H25 -1.936 -1.774 -1.572  0.10
H26 -2.823 -2.384 1.296  0.14
H27 -3.449 -3.092 -0.206  0.14


2.
Molecular formula: C19H29N4O8P
Method: DFT, ωB97M-V/def2-TZVPD

Calculated values
Spin multiplicity ... 1
SMILES ... C=Cc1ccc2c(c1P(=O)(O)O)C(=O)NC2=O.CN(C)C=O.CN(C)C=O.CN(C)C=O
E_HOMO ... -9.213 eV
Total charge ... 0

Each line ends with the Löwdin charge.
Positions of all 61 atoms, in Å:
C1 -0.252 1.475 2.341  0.01
C2 -1.280 2.430 2.634  -0.14
C3 -2.775 1.840 2.635  -0.13
C4 -3.357 1.430 4.039  0.03
C5 -4.814 0.844 4.110  0.03
C6 -5.586 0.704 2.777  -0.03
C7 -4.999 1.105 1.381  0.00
C8 -3.541 1.688 1.298  -0.10
P1 -2.897 2.106 -0.412  0.69
O1 -3.792 3.174 -1.098  -0.35
O2 -1.315 2.732 -0.436  -0.22
O3 -2.863 0.693 -1.407  -0.20
C9 -6.065 0.828 0.217  -0.31
O4 -6.029 1.183 -0.972  0.10
N1 -7.134 0.073 0.945  0.09
C10 -7.049 0.172 2.436  -0.33
O5 -7.931 -0.071 3.284  0.08
H1 0.859 1.701 2.463  0.08
H2 -0.563 0.455 1.910  0.06
H3 -1.044 3.542 2.808  0.11
H4 -2.735 1.548 4.992  0.11
H5 -5.315 0.527 5.087  0.11
H6 -1.317 3.414 -1.148  0.09
H7 -2.859 1.084 -2.322  0.08
H8 -6.857 -0.912 0.771  0.15
C11 0.492 -0.409 -4.012  -0.06
N2 0.952 0.126 -2.747  -0.19
C12 0.433 1.405 -2.296  -0.05
C13 1.856 -0.530 -1.968  -0.36
O6 2.284 -0.136 -0.896  -0.01
H9 0.741 0.295 -4.809  0.09
H10 -0.592 -0.543 -3.969  0.09
H11 0.962 -1.371 -4.224  0.08
H12 1.265 2.102 -2.168  0.10
H13 -0.059 1.269 -1.335  0.06
H14 -0.277 1.808 -3.020  0.09
H15 2.185 -1.488 -2.402  0.13
C14 7.314 -0.693 -3.047  -0.07
N3 6.232 0.261 -3.168  -0.21
C15 5.407 0.539 -2.007  -0.04
C16 5.961 0.907 -4.338  -0.35
O7 5.069 1.718 -4.506  0.01
H16 6.904 -1.663 -2.752  0.09
H17 8.012 -0.346 -2.281  0.09
H18 7.847 -0.803 -3.993  0.08
H19 4.370 0.294 -2.239  0.06
H20 5.471 1.604 -1.771  0.10
H21 5.740 -0.048 -1.150  0.09
H22 6.645 0.625 -5.156  0.13
C17 1.362 -4.004 3.451  -0.06
N4 0.455 -3.123 2.744  -0.20
C18 0.298 -3.281 1.311  -0.04
C19 -0.256 -2.150 3.381  -0.33
O8 -1.032 -1.380 2.846  -0.01
H23 2.368 -3.884 3.041  0.09
H24 1.034 -5.038 3.315  0.09
H25 1.381 -3.773 4.518  0.08
H26 0.577 -2.348 0.815  0.09
H27 -0.750 -3.496 1.087  0.09
H28 0.925 -4.094 0.944  0.09
H29 -0.064 -2.115 4.466  0.13


3.
Molecular formula: C5H12N4
Method: DFT, ωB97M-V/def2-TZVPD

Calculated values
Spin multiplicity ... 1
SMILES ... [H]/N=C(/C(N)=N/C)N(C)C
ΔE to the lowest compared entry with this formula, charge and spin ... 292.9 kJ/mol
E_HOMO ... -7.634 eV
Total charge ... 0

Each line ends with the Löwdin charge.
Positions of all 21 atoms, in Å:
H1 0.608 -2.845 -1.047  0.06
N1 1.037 -1.926 -1.157  0.18
C1 0.276 -0.975 -0.893  -0.31
C2 0.569 0.456 -0.332  -0.41
N2 0.229 1.484 -1.210  0.13
N3 1.294 0.521 0.710  0.01
C3 2.161 1.638 0.985  -0.14
N4 -0.979 -0.976 -0.147  -0.22
C4 -2.119 -0.199 -0.595  -0.09
C5 -0.993 -1.520 1.196  -0.08
H2 0.731 2.351 -1.092  0.08
H3 0.179 1.216 -2.182  0.10
H4 1.764 2.608 0.661  0.06
H5 3.136 1.482 0.514  0.08
H6 2.316 1.688 2.065  0.07
H7 -2.183 -0.186 -1.697  0.09
H8 -2.038 0.834 -0.249  0.07
H9 -3.018 -0.651 -0.186  0.08
H10 -0.608 -2.546 1.154  0.08
H11 -1.993 -1.533 1.611  0.08
H12 -0.368 -0.920 1.891  0.08


4.
Molecular formula: C27H42F6O17PS2
Method: DFT, ωB97M-V/def2-TZVPD

Calculated values
Spin multiplicity ... 1
E_HOMO ... -11.712 eV
Total charge ... +1

Each line ends with the Löwdin charge.
Positions of all 95 atoms, in Å:
O1 -0.462 -2.185 -0.579  -0.25
S1 -1.869 -2.167 -0.802  0.63
O2 -2.663 -1.596 0.238  -0.27
P1 -2.338 -0.930 -2.524  1.08
C1 -2.330 0.757 -1.866  -0.25
C2 -1.354 1.684 -2.593  -0.24
F1 -1.522 2.920 -2.043  0.00
C3 -1.314 -1.187 -3.994  -0.31
C4 0.149 -1.577 -3.754  -0.27
C5 0.416 -3.072 -3.648  -0.53
S2 -0.379 -4.139 -4.888  0.81
C6 -2.498 -3.918 -1.009  -0.46
F2 -2.216 -4.467 0.178  0.15
F3 -1.824 -4.555 -1.963  0.12
C7 -4.058 -4.010 -1.282  -0.53
F4 -4.246 -4.645 -2.445  0.18
F5 -4.651 -4.695 -0.295  0.20
F6 -4.602 -2.785 -1.355  0.12
H1 -3.658 -1.190 -2.903  0.06
H2 -2.092 0.743 -0.809  0.11
H3 -3.334 1.151 -1.974  0.08
H4 -0.312 1.417 -2.460  0.12
H5 -1.627 1.767 -3.638  0.12
H6 -1.333 -0.224 -4.492  0.09
H7 -1.846 -1.874 -4.638  0.06
H8 0.500 -1.130 -2.831  0.09
H9 0.735 -1.161 -4.559  0.13
H10 0.202 -3.455 -2.665  0.03
H11 1.480 -3.200 -3.779  0.08
H12 -0.911 -3.285 -5.771  -0.12
C8 -2.593 -9.503 -6.894  -0.02
C9 -1.507 -8.524 -7.265  -0.32
C10 -0.757 -7.928 -6.095  -0.09
O3 -0.367 -6.645 -6.607  -0.01
C11 -1.264 -6.294 -7.558  -0.59
O4 -1.346 -5.207 -8.026  0.15
O5 -2.059 -7.338 -7.873  0.09
H13 -3.045 -9.931 -7.788  0.09
H14 -2.187 -10.314 -6.291  0.09
H15 -3.385 -9.003 -6.336  0.09
H16 -0.817 -8.975 -7.982  0.16
H17 0.121 -8.501 -5.809  0.14
H18 -1.393 -7.776 -5.219  0.14
C12 2.566 3.148 1.465  -0.02
C13 2.162 2.432 0.203  -0.32
C14 2.228 0.927 0.285  -0.09
O6 2.481 0.564 -1.082  0.03
C15 3.116 1.610 -1.678  -0.58
O7 3.615 1.560 -2.749  0.17
O8 3.076 2.700 -0.881  0.09
H19 2.434 4.224 1.356  0.09
H20 1.970 2.814 2.314  0.09
H21 3.620 2.974 1.684  0.10
H22 1.168 2.761 -0.119  0.15
H23 1.299 0.476 0.628  0.13
H24 3.051 0.569 0.906  0.14
C16 3.608 7.459 4.154  -0.02
C17 3.197 6.365 5.106  -0.32
C18 4.327 5.750 5.897  -0.08
O9 3.850 4.410 6.118  0.06
C19 2.998 4.108 5.119  -0.57
O10 2.572 3.021 4.898  0.15
O11 2.693 5.211 4.396  0.07
H25 2.736 7.893 3.666  0.09
H26 4.136 8.250 4.685  0.09
H27 4.256 7.062 3.371  0.09
H28 2.403 6.718 5.770  0.16
H29 4.512 6.247 6.845  0.14
H30 5.260 5.696 5.332  0.15
C20 -8.100 1.823 1.040  -0.02
C21 -7.512 2.371 -0.235  -0.32
C22 -7.328 1.357 -1.342  -0.08
O12 -6.198 1.890 -2.059  0.05
C23 -5.477 2.638 -1.187  -0.57
O13 -4.392 3.070 -1.413  0.15
O14 -6.151 2.816 -0.039  0.10
H31 -8.255 2.620 1.764  0.09
H32 -9.058 1.343 0.844  0.10
H33 -7.423 1.098 1.494  0.09
H34 -8.091 3.229 -0.585  0.16
H35 -8.189 1.275 -2.000  0.14
H36 -7.066 0.367 -0.961  0.14
C24 6.952 0.994 6.567  -0.02
C25 6.994 1.833 7.820  -0.33
C26 5.788 1.691 8.722  -0.09
O15 5.726 2.978 9.352  0.07
C27 6.301 3.872 8.517  -0.57
O16 6.241 5.049 8.643  0.16
O17 6.945 3.238 7.508  0.08
H37 7.876 1.104 6.000  0.09
H38 6.822 -0.059 6.815  0.09
H39 6.133 1.314 5.922  0.09
H40 7.918 1.648 8.373  0.16
H41 5.901 0.910 9.470  0.14
H42 4.863 1.530 8.164  0.14


5.
Molecular formula: C5H8O3Yb
Method: DFT, ωB97M-V/def2-TZVPD

Calculated values
Spin multiplicity ... 2
Expectation value of S² ... 0.76
ΔE to the lowest compared entry with this formula, charge and spin ... 437.9 kJ/mol
E_HOMO (alpha / beta) ... -12.990 / -12.071 eV
Total charge ... +1

Each line ends with the Löwdin spin population.
Positions of all 17 atoms, in Å:
O1 3.203 0.094 1.409  0.69
C1 1.137 -1.030 3.317  0.00
C2 0.263 -0.599 2.560  0.00
O2 0.055 -0.092 1.336  0.00
C3 -1.011 -0.693 0.552  0.00
C4 -1.189 0.177 -0.666  0.00
O3 0.098 0.382 -1.249  0.01
C5 0.058 0.928 -2.569  0.00
Yb1 1.849 0.720 0.107  0.30
H1 1.473 -1.458 4.249  0.00
H2 -1.926 -0.715 1.154  0.00
H3 -0.709 -1.713 0.283  0.00
H4 -1.626 1.152 -0.408  0.00
H5 -1.845 -0.339 -1.380  0.00
H6 1.091 1.103 -2.886  0.00
H7 -0.423 0.210 -3.245  0.00
H8 -0.499 1.875 -2.566  0.00